Entry 1:
A single C6H7ClFN3O2 molecule, computed with ωB97M-V/def2-TZVPD.

2S+1: 3
Relative energy (zero: lowest compared OMol25 entry of this formula, charge and spin) (kJ/mol): 0.0
Orbital gap (spin up / spin down) (eV): 8.828 / 6.843
Net charge: 0
Calculated total energy (a.u.): -1107.381151
Highest occupied orbital energy (spin up / spin down) (eV): -8.4 / -9.6
Molar mass (g/mol): 207.59
E_LUMO (spin up / spin down) (eV): 0.39 / -2.73

Geometry as XYZ:
```
20
Properties=species:S:1:pos:R:3:forces:R:3
C 0.6651 1.0024 -0.8203 -0.38 0.05 0.02
C -0.5757 1.4619 -0.6890 0.50 -0.13 -0.39
C -1.5512 1.1592 0.3807 0.34 -1.16 0.01
C -1.6488 -0.1898 0.8254 -1.18 0.36 -0.37
C 1.4073 -0.0302 -0.0027 -0.33 0.06 -0.11
C 0.8504 -0.3008 1.3719 1.76 -0.61 0.30
N -2.2606 2.1281 0.8169 -0.49 1.18 0.24
N 1.5383 -1.2907 -0.7125 0.17 -0.21 -0.04
N 0.7875 0.7675 2.2962 0.06 -0.03 0.15
O 0.4581 0.5273 3.4423 -0.25 -0.06 0.45
O 1.0580 1.8763 1.8616 0.16 0.31 -0.13
F -1.0130 2.3585 -1.5892 -0.04 0.06 0.05
Cl 0.9816 -1.8482 2.0478 -0.41 0.53 -0.20
H 1.2466 1.3855 -1.6491 -0.05 0.07 -0.08
H -2.1483 -0.4118 1.7547 -0.09 0.00 0.12
H -1.4827 -1.0058 0.1433 0.35 -0.15 -0.02
H 2.4235 0.3704 0.1540 -0.20 -0.09 0.08
H -2.8870 1.8829 1.5796 0.07 -0.29 0.05
H 2.1995 -1.2219 -1.4732 -0.07 0.05 -0.04
H 0.6455 -1.5992 -1.0795 0.09 0.07 -0.08
```
Positions in Å, forces in eV/Å.

Mulliken atomic charge list, values in e, 8 entries: -0.90, 0.66, 0.92, -1.14, 0.46, -0.64, -0.67, -0.60

---

Entry 2:
A single C6H7ClN2 molecule, computed with ωB97M-V/def2-TZVPD.

Relative energy (zero: lowest compared OMol25 entry of this formula, charge and spin) (kJ/mol): 165.3
Orbital gap (eV): 8.364
Net charge: 0
Calculated total energy (a.u.): -802.439030
Highest occupied orbital energy (eV): -7.6
Molar mass (g/mol): 142.59
SMILES string: C=c1[nH]c(=C)c(Cl)c1N
E_LUMO (eV): 0.80

Geometry as XYZ:
```
16
Properties=species:S:1:pos:R:3:forces:R:3
C -0.5312 -0.2474 -1.1596 1.49 2.06 1.97
C -0.6600 -1.4412 -0.5648 0.10 0.62 0.90
C 0.3277 0.7427 0.0304 -2.10 -2.96 -2.96
C -0.1428 -1.3409 0.8306 1.40 -4.81 0.84
C 0.6393 1.9866 -0.2032 -0.33 3.49 -1.15
C 0.0198 -2.4001 1.7272 -1.49 0.83 -0.03
N 0.5820 -0.1814 1.0256 -1.06 0.80 -0.18
N -0.8983 0.2972 -2.3649 2.43 2.53 3.20
Cl -1.5063 -2.8420 -1.1716 0.41 0.65 0.23
H 1.0513 2.7672 0.4559 0.12 -1.10 0.23
H 0.3154 2.5598 -1.1374 0.33 -1.48 1.03
H 0.1701 -2.3769 2.8328 0.63 1.00 -1.07
H -0.3242 -3.4130 1.5551 -0.41 0.26 -0.85
H 0.5892 0.0243 2.0066 0.47 0.86 0.21
H -1.4412 -0.1779 -2.9762 -2.02 -1.74 -2.00
H -1.0010 1.3198 -2.3155 0.00 -0.99 -0.37
```
Positions in Å, forces in eV/Å.

Mulliken atomic charge list, values in e, 8 entries: 0.53, -0.28, 0.48, 0.66, -1.02, -1.06, -0.21, -0.43

---

Entry 3:
A single C6H7ClN2O4 molecule, computed with ωB97M-V/def2-TZVPD.

Relative energy (zero: lowest compared OMol25 entry of this formula, charge and spin) (kJ/mol): 104.0
Orbital gap (eV): 8.743
Net charge: 0
Calculated total energy (a.u.): -1103.210090
Highest occupied orbital energy (eV): -10.0
Molar mass (g/mol): 206.59
SMILES string: COO[C@@H]1C=CN=C([N+](=O)[O-])[C@H]1Cl
E_LUMO (eV): -1.26

Geometry as XYZ:
```
20
Properties=species:S:1:pos:R:3:forces:R:3
C -0.5979 1.7308 1.0715 0.42 1.87 -1.56
C -0.9413 0.4912 0.2810 1.98 -0.83 -0.72
C 0.5386 1.7460 1.7819 -0.65 0.05 3.40
C -0.1243 -0.7847 0.8595 -0.45 0.81 -0.90
C 1.2339 -0.3667 1.1941 0.24 1.84 1.55
C -1.0087 -0.4523 -3.1092 -2.02 -0.45 -1.98
N 1.4905 0.7473 1.7202 1.13 -0.64 -0.83
N 2.3755 -1.2756 0.9958 1.39 -0.08 -0.11
O 2.2315 -2.0774 0.1004 -0.47 -0.61 -0.49
O 3.4034 -1.1401 1.6249 -0.83 0.25 0.13
O -0.8207 0.6930 -1.1139 0.20 0.34 -0.40
O -1.6678 -0.2299 -1.9066 0.58 0.25 2.75
Cl -0.9216 -1.2320 2.3637 -0.40 -0.43 0.66
H -1.1762 2.7115 0.8844 0.57 -2.03 0.67
H -1.9318 0.3915 0.5639 -2.31 -1.00 0.26
H 0.6944 2.2924 2.7844 -0.23 0.22 -2.30
H 0.0373 -1.6839 0.2852 -1.05 -0.03 -0.81
H 0.0646 -0.3503 -3.1395 0.27 -0.26 0.49
H -1.4690 0.2569 -3.8249 0.64 -0.17 -0.08
H -1.4102 -1.4676 -3.4166 0.97 0.92 0.26
```
Positions in Å, forces in eV/Å.

Mulliken atomic charge list, values in e, 8 entries: -0.37, -0.13, -0.31, 0.13, 0.05, -0.58, -0.41, 1.01

---

Entry 4:
A gas-phase ion, C6H7ClN2O5P (charge +1), computed with ωB97M-V/def2-TZVPD.

Orbital gap (spin up / spin down) (eV): 5.733 / 5.735
Net charge: +1
Calculated total energy (a.u.): -1519.763369
Highest occupied orbital energy (spin up / spin down) (eV): -11.9 / -11.9
Molar mass (g/mol): 253.56
E_LUMO (spin up / spin down) (eV): -6.15 / -6.15

Geometry as XYZ:
```
22
Properties=species:S:1:pos:R:3:forces:R:3
C 1.8883 1.2184 0.7362 -1.43 -3.04 1.08
C 1.6421 -0.0972 1.0546 -0.13 1.66 -0.08
C 3.6143 0.1202 -0.0219 -0.73 -2.56 0.61
C -2.8812 0.1168 -0.8609 -0.93 -2.99 1.18
C -1.9441 1.5363 -2.5298 0.44 -0.80 1.06
C -0.7806 -0.5793 -0.1202 0.08 -0.94 2.92
N 2.7931 -0.7435 0.6939 0.46 -3.65 0.12
N -2.1973 -0.7920 -0.1263 1.52 3.54 -2.01
O 4.4889 -0.2324 -0.7269 1.41 0.72 -0.64
O -4.0131 0.1448 -1.1836 0.41 0.95 -0.47
O 3.1014 1.3465 0.1963 0.24 1.79 -0.51
O -1.8831 1.1746 -1.3283 -0.17 1.81 -1.02
O -0.7421 -0.0610 2.5785 0.26 -0.03 -1.44
P 0.0237 -0.7935 1.3726 0.44 0.29 0.24
Cl 0.4388 -2.7002 2.2173 -0.26 1.14 -0.54
H 1.1465 1.9455 0.8418 -0.19 1.69 -0.13
H -1.4530 2.3975 -2.9793 0.28 0.26 0.92
H -2.4202 0.8791 -3.1992 -1.07 -0.72 -0.95
H -0.2041 -0.9559 -0.9279 0.45 -0.19 -0.86
H 2.9070 -1.8200 0.6918 -0.03 2.82 -0.17
H -2.6325 -1.5951 0.2085 -1.26 -1.36 0.43
H -0.8927 -0.5096 3.4128 0.20 -0.39 0.24
```
Positions in Å, forces in eV/Å.

Mulliken atomic charge list, values in e, 8 entries: -0.26, 0.02, 0.35, 0.43, 0.10, -0.46, -0.09, -0.02

---

Question: What is the calculated total energy in the second record?
Answer: -802.439030 a.u.